Entry 1:
DFT (ωB97M-V/def2-TZVPD) results for a molecular structure, C30H52As3BrN2O3Pd at a distorted geometry.

Structure (XYZ):
```
92
Properties=species:S:1:pos:R:3:forces:R:3:lowdin_charge:R:1
Pd 0.1129 -0.7002 -0.1780 0.06 -0.58 -1.15 0.382
C 5.2079 5.1113 -1.5206 0.01 0.01 -0.05 -0.048
C 5.1113 4.1521 -0.3251 -0.05 -0.02 0.01 -0.561
C 6.3595 3.2679 -0.3136 0.02 -0.03 -0.01 -0.073
C 5.0899 4.9650 0.9780 0.00 -0.03 0.06 -0.050
C 3.8289 3.3232 -0.4444 0.00 0.04 -0.01 -0.175
C 3.8283 1.9448 -0.6063 0.06 -0.02 -0.02 -0.083
C 2.6170 1.2977 -0.7235 -0.04 -0.15 0.01 -0.525
Br 2.6315 -0.6107 -0.9323 0.12 -0.15 0.06 0.838
C 1.3497 1.8911 -0.7141 -0.20 0.04 0.14 -0.387
O 0.2449 1.1979 -0.9318 0.02 0.03 0.43 -0.301
C 1.3536 3.2951 -0.5146 -0.17 0.15 -0.01 -0.070
C 2.5819 3.9438 -0.4032 -0.09 0.08 -0.02 0.005
C 0.0808 4.1712 -0.4370 0.07 0.00 -0.03 -0.517
C 0.0702 5.1302 -1.6401 0.03 0.03 0.00 -0.048
C 0.1167 4.9892 0.8673 0.03 -0.02 0.04 -0.046
C -1.2488 3.4037 -0.4358 0.04 0.00 0.02 -0.084
H 6.1389 5.6884 -1.4769 -0.10 -0.05 0.01 0.084
H 4.3709 5.8145 -1.5352 0.06 -0.05 0.00 0.078
H 5.1939 4.5512 -2.4599 0.01 0.05 0.05 0.090
H 7.2468 3.8948 -0.1913 -0.04 -0.05 -0.02 0.084
H 6.4699 2.7128 -1.2505 -0.01 0.04 0.09 0.086
H 6.3360 2.5538 0.5153 0.01 0.05 -0.07 0.088
H 6.0078 5.5553 1.0735 -0.08 -0.04 -0.02 0.084
H 5.0187 4.2972 1.8416 0.01 0.06 -0.05 0.091
H 4.2413 5.6527 1.0139 0.06 -0.05 -0.01 0.075
H 4.7463 1.3710 -0.6411 -0.09 0.04 0.02 0.095
H 2.5637 5.0213 -0.2728 -0.01 -0.07 -0.01 0.100
H 0.9602 5.7669 -1.6626 -0.09 -0.05 0.00 0.075
H -0.8126 5.7796 -1.5982 0.10 -0.08 0.00 0.084
H 0.0375 4.5636 -2.5752 -0.01 0.05 0.05 0.090
H 0.9666 5.6747 0.9091 -0.05 -0.05 0.00 0.072
H 0.1743 4.3181 1.7292 -0.03 0.04 -0.05 0.086
H -0.7972 5.5859 0.9558 0.08 -0.04 -0.02 0.083
H -1.4278 2.9088 -1.3912 0.03 0.02 0.00 0.079
H -2.0538 4.1274 -0.2617 0.03 -0.01 -0.05 0.087
H -1.2765 2.6502 0.3498 0.04 0.13 -0.05 0.042
C -3.4212 0.6761 0.2099 0.29 0.27 0.09 -0.256
As -2.3056 -0.7083 -0.5378 0.43 -0.53 0.12 1.137
C -3.1601 -0.8388 -2.2775 0.08 0.04 -0.08 -0.277
C -3.0030 -2.1795 0.5536 0.01 0.07 -0.04 -0.332
C -2.8062 -3.6606 0.1967 0.02 -0.13 -0.14 -0.664
C -3.6965 -4.4461 1.1766 0.03 0.00 0.00 -0.100
C -1.3608 -4.1381 0.4331 -0.09 0.16 0.04 -0.304
As 0.1614 -3.1582 -0.2936 -0.63 0.65 0.01 1.085
C 0.1569 -3.5274 -2.2093 0.02 0.09 -0.02 -0.282
C 1.5504 -4.4076 0.1729 0.28 0.23 0.13 -0.260
C -3.2610 -3.9215 -1.2576 0.10 -0.08 0.27 -0.381
As -3.8225 -5.7541 -1.7640 -0.01 -0.04 0.07 1.125
C -4.4803 -5.2092 -3.5274 0.01 0.04 -0.04 -0.351
C -2.1341 -6.4961 -2.4338 0.06 0.02 -0.02 -0.350
H -4.4595 0.4287 0.0031 -0.08 -0.05 -0.03 0.038
H -3.1548 1.6293 -0.2422 -0.06 -0.03 0.01 0.015
H -3.2331 0.7480 1.2783 0.01 0.00 -0.02 0.027
H -4.2019 -1.1338 -2.1590 -0.01 0.02 -0.03 0.032
H -2.6434 -1.5392 -2.9284 -0.02 0.01 0.00 0.009
H -3.1113 0.1552 -2.7195 0.00 0.02 -0.04 0.033
H -4.0715 -1.9888 0.6658 -0.12 0.00 -0.02 0.084
H -2.5376 -1.9790 1.5225 -0.01 0.01 0.10 0.080
H -3.5399 -4.0918 2.1995 0.01 -0.03 -0.07 0.090
H -3.4722 -5.5142 1.1486 -0.02 0.01 -0.01 0.064
H -4.7530 -4.3233 0.9243 0.02 0.02 0.03 0.083
H -1.2602 -5.1654 0.0821 0.04 -0.10 -0.01 0.067
H -1.1454 -4.1411 1.5045 -0.02 0.00 0.06 0.087
H -0.0381 -4.5785 -2.4045 -0.01 -0.06 -0.01 0.008
H 1.1539 -3.2745 -2.5700 0.02 0.01 -0.05 0.025
H -0.5577 -2.9010 -2.7377 -0.02 0.01 -0.01 0.008
H 1.3273 -5.3548 -0.3128 -0.02 -0.04 -0.09 0.036
H 1.5880 -4.5056 1.2494 -0.01 -0.03 0.08 0.017
H 2.5100 -4.0262 -0.1720 0.02 -0.03 -0.03 0.035
H -2.5048 -3.5849 -1.9659 0.01 0.02 -0.05 0.037
H -4.1613 -3.3344 -1.4480 -0.06 0.03 0.00 0.062
H -5.4364 -4.6989 -3.4251 -0.03 0.01 0.00 0.015
H -4.6258 -6.0928 -4.1473 -0.01 -0.01 0.00 0.018
H -3.7678 -4.5435 -4.0185 -0.02 -0.02 0.00 0.023
H -1.4299 -6.6812 -1.6234 -0.01 -0.01 0.00 0.005
H -1.6784 -5.8348 -3.1714 0.00 0.00 0.01 0.011
H -2.3567 -7.4507 -2.9094 0.01 -0.02 -0.01 0.016
C -0.9126 1.8389 4.6503 0.11 -0.12 -0.02 -0.023
N -0.2673 0.6698 4.0677 -0.06 0.04 0.07 -0.061
C 0.4149 -0.2325 4.8289 -0.03 0.10 0.12 -0.074
C 0.9509 -1.3397 4.3037 0.09 -0.13 -0.08 -0.004
C 0.7992 -1.5809 2.8748 -0.14 0.14 -0.07 -0.519
O 1.1817 -2.6456 2.3619 -0.08 0.16 -0.05 -0.090
N 0.2101 -0.6017 2.1189 -0.19 0.32 0.58 0.085
C -0.3862 0.4892 2.6849 0.32 -0.18 -0.02 -0.511
O -1.0276 1.3359 2.0588 0.07 -0.29 0.00 -0.018
H -0.7983 1.7990 5.7313 0.02 -0.01 0.01 0.084
H -1.9689 1.8539 4.3957 -0.06 -0.02 -0.01 0.089
H -0.4677 2.7549 4.2688 0.04 0.04 -0.03 0.088
H 0.4900 0.0012 5.8829 -0.03 0.03 0.01 0.122
H 1.4851 -2.0572 4.9101 -0.05 0.04 -0.06 0.105
```
Forces are in eV/Å.

**LUMO energy (alpha / beta)**: -0.662 / -0.662 eV
**ΔE to the lowest compared entry with this formula, charge and spin**: 0.3066 eV
**F_max**: 0.0250 Eh/bohr
**HOMO (alpha / beta)**: -7.19 / -7.19 eV

=====

Entry 2:
DFT (ωB97M-V/def2-TZVPD) results for a molecular structure, C21H23N6OsS2 at a distorted geometry.

Structure (XYZ):
```
53
Properties=species:S:1:pos:R:3:forces:R:3:lowdin_charge:R:1
Os -0.6306 -1.2110 0.6283 -0.70 -0.44 0.93 1.330
C 0.5959 -3.3360 0.2162 -0.42 -0.23 -1.02 -0.125
C 0.9006 -2.7406 -1.1779 0.05 -0.01 0.06 -0.205
C 2.0357 -1.7462 -1.1945 0.32 -0.44 -0.06 -0.141
C 3.3084 -2.1879 -1.4751 -0.53 0.06 0.11 0.014
C 4.3657 -1.2899 -1.6387 -0.05 -0.07 0.06 0.033
C 4.1119 0.0711 -1.5928 -0.41 0.41 0.06 0.016
C 2.8569 0.5797 -1.2953 0.33 -0.12 -0.33 -0.117
C 2.6872 2.0606 -1.2651 0.31 0.16 0.33 -0.180
C 3.2449 2.6535 0.0359 -0.20 0.12 -0.15 -0.051
C 1.8016 -0.3379 -0.9773 0.23 0.15 -0.13 -0.129
N 0.6137 -0.0129 -0.4440 0.50 -0.59 -0.06 -0.008
C -0.0270 1.2082 -0.0783 0.61 1.00 0.07 -0.246
C -2.0599 0.8739 -0.7114 -0.67 0.12 -0.71 -0.405
C -3.4951 1.2632 -0.8960 -0.31 -0.36 -0.03 0.039
C -4.0426 0.3775 -1.7466 -0.11 0.71 0.46 0.042
C -3.0531 -0.6616 -1.9787 0.56 0.15 0.18 -0.026
N -1.9359 -0.4124 -1.3871 0.19 -0.47 -0.36 0.075
H -0.2135 -4.0674 0.1374 0.12 0.13 0.16 0.091
H 0.3876 -2.5802 1.0584 0.64 -0.91 0.50 -0.012
H 1.4827 -3.8574 0.5852 -0.12 0.32 0.32 0.117
H 0.0029 -2.2941 -1.6331 0.18 -0.19 0.04 0.093
H 1.1825 -3.5854 -1.8152 -0.08 0.11 0.02 0.140
H 3.4891 -3.2439 -1.6075 -0.01 -0.12 -0.05 0.138
H 5.3587 -1.6602 -1.8430 0.09 0.01 -0.06 0.138
H 4.9080 0.7685 -1.8052 0.11 0.08 0.00 0.141
H 1.6434 2.3354 -1.3894 -0.04 0.09 -0.08 0.070
H 3.2497 2.4911 -2.0959 -0.18 -0.02 -0.07 0.140
H 2.7774 2.2097 0.9128 -0.03 -0.04 0.17 0.073
H 3.0785 3.7265 0.0512 0.03 0.13 0.09 0.090
H 4.3133 2.4759 0.1069 0.10 -0.03 0.03 0.092
H 0.5734 1.8573 0.5747 -0.13 -0.19 -0.16 0.150
H -3.9436 2.1577 -0.5061 -0.14 0.15 -0.02 0.115
H -5.0267 0.3981 -2.1792 -0.18 0.07 -0.02 0.134
H -3.2104 -1.5568 -2.5589 0.03 -0.21 -0.02 0.144
N -1.9281 -3.0920 3.5858 -0.10 0.30 0.12 0.191
C -2.0368 -1.7717 3.5666 0.01 -0.27 0.25 -0.589
N -1.7477 -0.9986 2.5363 0.37 -0.20 -0.66 -0.066
C -1.9955 0.3481 2.8144 0.16 0.14 -0.98 -0.257
C -2.4439 0.5682 4.1015 -0.20 -0.23 0.43 -0.240
S -2.6039 -0.8737 4.9814 0.11 0.19 -0.38 1.242
C -1.7711 1.2793 1.7452 -0.08 -0.80 0.88 -0.211
C -1.9262 2.6345 1.6426 0.09 0.86 -0.60 -0.277
S -1.5716 3.4628 0.1900 -0.03 -0.56 0.45 1.150
C -0.9888 1.9280 -1.0681 -0.01 -0.33 0.15 -0.456
N -1.2875 0.6430 0.5694 -0.37 0.80 -0.04 -0.181
N -0.7330 2.2903 -2.3388 0.11 0.34 -0.29 0.173
H -1.7081 -3.6207 2.7524 0.02 0.14 0.03 0.130
H -2.1599 -3.6221 4.4148 0.01 -0.01 -0.03 0.143
H -2.6942 1.5112 4.5458 -0.07 0.26 0.16 0.111
H -2.2794 3.2550 2.4526 -0.05 0.06 0.20 0.107
H -1.5167 2.4523 -2.9578 -0.04 -0.06 0.01 0.140
H 0.0623 2.8808 -2.5501 -0.05 -0.11 0.05 0.124
```
Forces are in eV/Å.

**LUMO energy (alpha / beta)**: -9.779 / -12.322 eV
**Spin multiplicity**: 5
**F_max**: 0.0242 Eh/bohr
**Total charge**: +3
**HOMO (alpha / beta)**: -16.61 / -17.41 eV